[1]
{
  "formula": "C6H10N3O5P",
  "method": "ωB97M-V with the def2-TZVPD basis set",
  "species": ["C", "C", "C", "C", "C", "C", "N", "N", "N", "O", "O", "O", "O", "O", "P", "H", "H", "H", "H", "H", "H", "H", "H", "H", "H"],
  "coordinates": [[4.21, 2.00, -1.36], [3.67, 0.29, -0.24], [-2.53, -1.20, -0.32], [-0.30, -0.10, -0.37], [-1.69, -0.06, 0.34], [1.57, 1.14, 0.74], [4.60, 0.73, -1.13], [3.18, 2.41, -0.66], [2.83, 1.26, 0.04], [1.82, -1.50, 1.40], [0.37, 0.04, 2.81], [2.91, 0.27, 2.88], [-1.82, -0.02, 1.71], [0.49, 1.12, -0.06], [1.69, -0.16, 2.05], [4.67, 2.71, -2.04], [3.53, -0.74, 0.24], [-2.69, -1.20, -1.35], [-2.01, -2.06, -0.14], [-3.48, -1.12, 0.11], [0.43, -0.90, -0.07], [-0.41, -0.12, -1.45], [-2.22, 0.78, -0.18], [1.31, 2.25, 1.39], [-0.86, -0.01, 2.35]],
  "total_charge": -2,
  "multiplicity": 1,
  "de_lowest_ev": 0.000,
  "homo_ev": -0.9,
  "lumo_energy_ev": 5.98
}


[2]
{
  "formula": "C20H29BrClN6O4S3V",
  "method": "ωB97M-V with the def2-TZVPD basis set",
  "species": ["V", "C", "N", "C", "C", "O", "C", "O", "C", "C", "O", "N", "C", "C", "H", "H", "H", "H", "H", "H", "H", "H", "H", "H", "H", "H", "H", "H", "H", "H", "S", "C", "S", "S", "Cl", "C", "H", "H", "Br", "C", "C", "C", "N", "C", "C", "H", "H", "H", "H", "C", "N", "C", "C", "C", "N", "C", "O", "N", "H", "H", "H", "H", "H", "H", "H"],
  "coordinates": [[1.45, 0.12, -1.16], [0.83, -0.01, 2.91], [-0.09, -0.99, 2.36], [-0.45, -2.03, 3.33], [0.27, -1.49, 1.06], [0.66, -0.41, 0.25], [-0.93, -2.12, 0.34], [-1.84, -1.12, -0.03], [-2.68, -0.65, 0.98], [-2.38, 0.81, 1.31], [-1.47, 1.42, 0.74], [-3.18, 1.38, 2.23], [-4.28, 0.68, 2.86], [-3.00, 2.78, 2.57], [0.45, 0.31, 3.88], [1.85, -0.39, 3.05], [0.85, 0.86, 2.27], [-0.57, -1.55, 4.30], [-1.39, -2.51, 3.08], [0.31, -2.81, 3.44], [-0.59, -2.61, -0.58], [-1.39, -2.88, 0.98], [-3.73, -0.75, 0.66], [-2.56, -1.23, 1.90], [-3.98, -0.30, 3.22], [-4.61, 1.26, 3.72], [-5.14, 0.56, 2.18], [-2.08, 3.14, 2.12], [-3.84, 3.38, 2.21], [-2.94, 2.89, 3.65], [2.75, -4.59, -0.68], [2.21, -3.08, -0.44], [2.53, -1.88, -1.67], [1.67, -2.69, 1.20], [2.71, 0.92, -3.07], [1.78, 2.01, -1.98], [1.01, 2.50, -2.56], [2.48, 2.69, -1.52], [6.35, 2.14, 3.13], [5.06, 1.58, 1.89], [3.83, 2.21, 1.83], [2.91, 1.76, 0.91], [3.15, 0.74, 0.07], [4.35, 0.14, 0.13], [5.33, 0.53, 1.03], [3.58, 3.03, 2.49], [1.94, 2.23, 0.83], [4.51, -0.68, -0.55], [6.28, 0.02, 1.04], [-0.95, -2.40, -5.30], [-0.95, -1.18, -4.49], [-1.51, -0.03, -4.93], [-1.62, 1.05, -4.12], [-1.03, 0.95, -2.83], [-0.27, -0.10, -2.48], [-0.45, -1.29, -3.18], [-0.18, -2.38, -2.74], [-1.20, 1.93, -1.93], [-1.33, -2.16, -6.29], [-1.58, -3.15, -4.83], [0.06, -2.79, -5.37], [-1.91, -0.05, -5.93], [-2.14, 1.94, -4.43], [-1.82, 2.69, -2.17], [-1.12, 1.71, -0.93]],
  "total_charge": 1,
  "multiplicity": 2,
  "de_lowest_ev": 1.420,
  "homo_ev": [-10.3, -10.3],
  "s2": 0.774,
  "lumo_energy_ev": [-3.62, -3.14]
}


[3]
{
  "formula": "C4H8N2O2",
  "method": "ωB97M-V with the def2-TZVPD basis set",
  "species": ["C", "C", "C", "C", "H", "H", "H", "H", "H", "H", "H", "H", "N", "N", "O", "O"],
  "coordinates": [[0.28, 1.35, 0.26], [1.70, 0.99, -0.23], [2.07, -0.43, 0.14], [0.91, -1.39, -0.24], [0.29, 1.35, 1.37], [-0.13, 2.36, -0.03], [1.67, 1.12, -1.34], [2.39, 1.74, 0.18], [3.04, -0.72, -0.41], [2.26, -0.51, 1.20], [1.05, -2.42, 0.09], [0.69, -1.44, -1.31], [-1.93, 0.58, -0.19], [-0.59, 0.26, -0.23], [-2.65, -0.39, 0.02], [-0.27, -0.92, 0.43]],
  "total_charge": 0,
  "multiplicity": 1,
  "de_lowest_ev": 5.246,
  "homo_ev": -9.5,
  "lumo_energy_ev": 0.58
}


[4]
{
  "formula": "C10H21FNO4",
  "method": "ωB97M-V with the def2-TZVPD basis set",
  "species": ["C", "O", "C", "C", "C", "C", "C", "N", "C", "C", "O", "C", "O", "C", "O", "H", "H", "H", "H", "H", "H", "H", "H", "H", "H", "H", "H", "H", "H", "H", "H", "H", "H", "H", "H", "H", "F"],
  "coordinates": [[-3.77, -0.95, 0.00], [-2.43, -1.41, 0.16], [-1.55, -0.88, -0.84], [-0.36, -1.83, -0.90], [0.91, -1.29, -1.59], [1.85, -0.42, -0.75], [2.35, -1.07, 0.54], [1.37, -1.00, 1.67], [1.54, 0.15, 2.46], [2.11, -0.07, 3.86], [1.25, 1.24, 2.09], [-1.21, 0.55, -0.43], [-0.70, 1.27, -1.54], [-0.50, 2.65, -1.26], [-1.19, 3.41, -2.19], [-3.86, -0.05, -0.61], [-4.36, -1.78, -0.40], [-4.17, -0.76, 0.99], [-2.07, -0.84, -1.80], [-0.69, -2.68, -1.50], [-0.19, -2.23, 0.10], [0.64, -0.81, -2.52], [1.49, -2.17, -1.88], [1.46, 0.56, -0.50], [2.74, -0.25, -1.36], [3.22, -0.48, 0.86], [2.73, -2.08, 0.41], [1.47, -1.84, 2.22], [1.34, -0.51, 4.49], [2.97, -0.74, 3.79], [2.44, 0.88, 4.26], [-2.07, 1.10, -0.03], [-0.48, 0.51, 0.38], [0.56, 2.93, -1.33], [-0.83, 2.90, -0.24], [-1.60, 2.79, -2.80], [-0.43, 5.19, -3.83]],
  "total_charge": -1,
  "multiplicity": 1,
  "homo_ev": -2.5,
  "lumo_energy_ev": 2.30
}


[5]
{
  "formula": "C39H61BN12PPt",
  "method": "ωB97M-V with the def2-TZVPD basis set",
  "species": ["Pt", "C", "N", "C", "C", "N", "C", "P", "C", "N", "C", "C", "N", "C", "C", "N", "C", "C", "N", "C", "H", "H", "H", "H", "H", "H", "H", "H", "H", "H", "H", "H", "H", "H", "H", "C", "C", "C", "C", "C", "C", "C", "C", "C", "N", "N", "B", "N", "N", "C", "C", "C", "C", "C", "C", "C", "C", "C", "N", "N", "C", "C", "C", "C", "C", "C", "C", "C", "C", "H", "H", "H", "H", "H", "H", "H", "H", "H", "H", "H", "H", "H", "H", "H", "H", "H", "H", "H", "H", "H", "H", "H", "H", "H", "H", "H", "H", "H", "H", "H", "H", "H", "H", "H", "H", "H", "H", "H", "H", "H", "H", "H", "H", "H", "H"],
  "coordinates": [[0.11, -0.67, 0.17], [-0.92, -4.20, 4.20], [-1.04, -3.00, 3.36], [-1.91, -1.97, 3.60], [-1.71, -1.04, 2.62], [-0.71, -1.51, 1.82], [-0.32, -2.70, 2.27], [0.98, -3.73, 1.52], [2.20, -2.38, 1.38], [1.94, -1.17, 0.86], [3.07, -0.42, 0.92], [4.05, -1.20, 1.47], [3.49, -2.41, 1.76], [4.19, -3.55, 2.36], [0.36, -3.59, -0.20], [0.01, -2.45, -0.78], [-0.37, -2.71, -2.07], [-0.26, -4.05, -2.25], [0.19, -4.59, -1.08], [0.49, -6.01, -0.88], [-1.77, -4.25, 4.86], [0.00, -4.16, 4.79], [-0.91, -5.09, 3.57], [-2.60, -1.99, 4.42], [-2.20, -0.10, 2.45], [3.11, 0.60, 0.57], [5.08, -0.98, 1.69], [5.21, -3.24, 2.59], [4.23, -4.38, 1.66], [3.70, -3.85, 3.28], [-0.71, -1.94, -2.74], [-0.48, -4.67, -3.12], [-0.20, -6.60, -1.47], [0.37, -6.27, 0.17], [1.51, -6.22, -1.20], [-0.12, 1.58, 4.40], [1.12, 1.16, 3.61], [1.51, -0.28, 3.93], [0.98, 1.65, 2.18], [1.37, 2.95, 1.89], [0.92, 3.24, 0.61], [1.11, 4.48, -0.22], [2.22, 4.22, -1.25], [1.42, 5.69, 0.66], [0.28, 2.16, 0.16], [0.31, 1.16, 1.10], [-0.62, 1.97, -1.08], [-1.88, 1.22, -0.61], [-1.81, -0.14, -0.43], [-3.09, -0.57, -0.15], [-3.91, 0.54, -0.16], [-3.13, 1.65, -0.43], [-3.59, 3.09, -0.41], [-2.79, 3.92, 0.60], [-3.68, 3.78, -1.77], [-3.73, -1.96, -0.04], [-4.82, -1.95, 1.05], [-2.90, -3.22, 0.13], [0.14, 1.08, -2.08], [0.95, 0.10, -1.56], [1.74, -0.37, -2.57], [1.40, 0.33, -3.71], [0.40, 1.23, -3.39], [-0.31, 2.15, -4.35], [-1.82, 1.86, -4.34], [0.02, 3.63, -4.18], [2.96, -1.27, -2.63], [3.05, -2.59, -1.87], [4.22, -0.42, -2.40], [0.03, 1.39, 5.47], [-1.00, 1.02, 4.09], [-0.34, 2.64, 4.27], [1.95, 1.77, 3.99], [0.71, -0.99, 3.71], [1.69, -0.35, 5.01], [2.42, -0.59, 3.43], [1.87, 3.62, 2.56], [0.18, 4.67, -0.76], [3.17, 4.05, -0.74], [2.33, 5.09, -1.89], [1.99, 3.36, -1.87], [2.38, 5.56, 1.17], [0.65, 5.86, 1.40], [1.50, 6.58, 0.04], [-0.91, 3.01, -1.56], [-4.97, 0.56, -0.02], [-4.61, 3.01, -0.03], [-1.78, 4.10, 0.25], [-2.74, 3.43, 1.58], [-3.28, 4.89, 0.74], [-2.70, 4.05, -2.16], [-4.26, 4.70, -1.66], [-4.19, 3.16, -2.51], [-4.25, -2.06, -0.99], [-4.37, -1.86, 2.05], [-5.36, -2.89, 1.02], [-5.55, -1.16, 0.93], [-2.37, -3.25, 1.08], [-2.21, -3.38, -0.69], [-3.59, -4.07, 0.13], [1.86, 0.21, -4.68], [0.07, 1.86, -5.33], [-2.29, 2.24, -3.44], [-2.02, 0.79, -4.41], [-2.29, 2.35, -5.19], [-0.35, 4.04, -3.24], [-0.45, 4.19, -4.99], [1.09, 3.80, -4.24], [2.98, -1.55, -3.69], [3.20, -2.45, -0.80], [3.92, -3.13, -2.24], [2.19, -3.22, -2.04], [4.30, -0.08, -1.37], [4.22, 0.46, -3.04], [5.11, -1.01, -2.63]],
  "total_charge": 3,
  "multiplicity": 1,
  "de_lowest_ev": 0.000,
  "homo_ev": -16.5,
  "lumo_energy_ev": -8.29
}


[6]
{
  "formula": "C5H8OS2",
  "method": "ωB97M-V with the def2-TZVPD basis set",
  "species": ["C", "C", "C", "C", "C", "H", "H", "H", "H", "H", "H", "H", "H", "O", "S", "S"],
  "coordinates": [[-1.26, -0.29, 0.84], [-0.09, 0.86, 0.50], [1.21, 1.39, 0.64], [0.80, -0.69, -1.19], [0.08, -0.52, 0.14], [-3.93, -0.26, 1.08], [-1.43, -0.53, 1.94], [-0.67, 1.25, -0.24], [1.80, 0.87, 1.48], [1.42, 2.52, 0.75], [0.05, -0.54, -1.92], [1.36, -1.60, -1.26], [0.46, -2.01, 1.41], [1.07, -1.18, 1.00], [-2.65, -0.44, -0.16], [1.89, 0.76, -0.89]],
  "total_charge": 0,
  "multiplicity": 1,
  "de_lowest_ev": 6.231,
  "homo_ev": -8.3,
  "lumo_energy_ev": -0.57
}


[7]
{
  "formula": "C4H16NNiO7",
  "method": "ωB97M-V with the def2-TZVPD basis set",
  "species": ["Ni", "N", "O", "O", "O", "C", "O", "H", "H", "H", "H", "C", "O", "H", "H", "H", "H", "C", "O", "H", "H", "H", "H", "C", "O", "H", "H", "H", "H"],
  "coordinates": [[-0.71, 0.27, -4.05], [0.91, -0.01, 0.87], [2.07, 0.16, 1.13], [0.55, 0.07, -0.34], [0.11, -0.29, 1.75], [-2.46, 4.20, -2.59], [-2.86, 2.86, -2.90], [-2.47, 4.83, -3.48], [-3.20, 4.59, -1.89], [-1.46, 4.26, -2.14], [-3.82, 2.88, -2.92], [-2.12, -3.76, -1.85], [-2.47, -2.90, -2.91], [-1.07, -3.68, -1.56], [-2.78, -3.52, -1.01], [-2.30, -4.82, -2.02], [-3.36, -3.14, -3.17], [-1.62, 0.20, 7.16], [-2.46, -0.18, 6.01], [-1.40, 1.26, 7.07], [-2.18, 0.00, 8.07], [-0.62, -0.20, 7.30], [-1.91, -0.29, 5.23], [6.38, -0.58, -2.31], [6.58, -0.13, -0.97], [5.77, -1.47, -2.18], [5.84, 0.13, -2.95], [7.32, -0.78, -2.82], [5.74, 0.03, -0.54]],
  "total_charge": 1,
  "multiplicity": 3,
  "homo_ev": [-11.9, -11.9],
  "s2": 2.009,
  "lumo_energy_ev": [-6.83, -7.40]
}


[8]
{
  "formula": "H4OS2Si",
  "method": "ωB97M-V with the def2-TZVPD basis set",
  "species": ["O", "Si", "S", "S", "H", "H", "H", "H"],
  "coordinates": [[1.09, -0.75, -0.02], [0.23, 0.17, 0.97], [1.80, -0.52, -1.72], [-2.35, 0.71, -0.07], [0.67, 1.55, 0.95], [0.11, -0.66, 2.19], [1.56, 0.81, -1.63], [-2.35, 1.98, -0.55]],
  "total_charge": 0,
  "multiplicity": 1,
  "de_lowest_ev": 2.098,
  "homo_ev": -8.6,
  "lumo_energy_ev": -1.01
}


[9]
{
  "formula": "C2H6N2O2",
  "method": "ωB97M-V with the def2-TZVPD basis set",
  "species": ["C", "C", "H", "H", "H", "H", "H", "H", "N", "N", "O", "O"],
  "coordinates": [[-1.45, 0.64, -1.56], [-0.26, -0.11, 0.37], [-1.65, 1.72, -1.74], [-1.54, 0.14, -2.51], [-2.25, 0.34, -0.90], [0.69, 0.64, -1.29], [0.90, -0.30, 1.99], [2.46, -0.82, -0.18], [-0.19, 0.26, -0.91], [0.88, -0.62, 0.99], [-1.26, -0.23, 1.00], [2.11, -0.07, 0.40]],
  "total_charge": 0,
  "multiplicity": 1,
  "de_lowest_ev": 2.164,
  "homo_ev": -10.0,
  "lumo_energy_ev": 0.73
}


[10]
{
  "formula": "H28O14",
  "method": "ωB97M-V with the def2-TZVPD basis set",
  "species": ["O", "H", "H", "O", "H", "H", "O", "H", "H", "O", "H", "H", "O", "H", "H", "O", "H", "H", "O", "H", "H", "O", "H", "H", "O", "H", "H", "O", "H", "H", "O", "H", "H", "O", "H", "H", "O", "H", "H", "O", "H", "H"],
  "coordinates": [[-2.00, -2.14, -1.60], [-2.65, -1.43, -1.60], [-2.26, -2.68, -0.87], [2.56, -0.47, -0.24], [2.64, 0.38, 0.22], [2.54, -0.13, -1.13], [-0.20, 3.27, 1.07], [-0.56, 3.05, 0.17], [-0.07, 2.37, 1.42], [-2.72, -0.94, 1.28], [-2.56, -0.49, 2.11], [-1.93, -0.98, 0.78], [0.55, -3.05, -0.40], [0.35, -3.70, 0.35], [0.13, -2.27, -0.05], [0.03, 1.06, 2.76], [0.16, 1.23, 3.69], [-0.19, 0.12, 2.75], [2.36, 1.83, 1.04], [1.95, 2.29, 0.31], [2.41, 2.45, 1.79], [-0.42, -0.12, -0.21], [0.41, -0.26, 0.24], [-0.24, -0.11, -1.18], [-0.90, 2.46, -1.54], [-1.43, 3.09, -2.02], [-1.27, 1.64, -1.84], [2.51, -0.26, 3.00], [2.47, -0.47, 3.97], [1.72, 0.18, 2.73], [-0.35, -0.56, -2.95], [-0.92, -1.20, -2.58], [0.28, -1.19, -3.28], [2.39, 0.57, -2.65], [3.06, 0.34, -3.29], [1.60, 0.94, -3.05], [0.09, -1.71, 2.32], [0.93, -2.01, 2.51], [-0.49, -2.25, 2.86], [-3.05, 0.44, -2.00], [-3.95, 0.21, -1.91], [-2.98, 0.52, -2.93]],
  "total_charge": 0,
  "multiplicity": 1,
  "de_lowest_ev": 1.747,
  "homo_ev": -9.7,
  "lumo_energy_ev": 0.05
}


[11]
{
  "formula": "C4H14NO",
  "method": "ωB97M-V with the def2-TZVPD basis set",
  "species": ["C", "C", "C", "C", "N", "H", "H", "H", "H", "H", "H", "H", "H", "H", "H", "H", "H", "H", "H", "O"],
  "coordinates": [[-0.53, 0.74, 1.70], [-0.25, 0.23, 0.26], [-0.17, 1.40, -0.69], [-0.07, 0.97, -2.18], [1.20, -0.60, 0.34], [-1.43, 1.41, 1.60], [0.24, 1.50, 1.98], [-0.89, -0.16, 2.25], [-0.98, -0.56, -0.23], [-1.12, 1.96, -0.49], [0.56, 2.23, -0.55], [-0.50, 1.80, -2.82], [1.00, 0.66, -2.46], [-0.64, -0.01, -2.29], [1.25, -1.54, -0.02], [1.96, -0.28, -0.12], [1.61, -0.57, 1.34], [-0.55, -3.61, 0.31], [-0.65, -2.56, 1.38], [-0.04, -3.02, 0.71]],
  "total_charge": 1,
  "multiplicity": 1,
  "de_lowest_ev": 2.126,
  "homo_ev": -15.7,
  "lumo_energy_ev": -3.25
}


[12]
{
  "formula": "C26H22MoN6O9",
  "method": "ωB97M-V with the def2-TZVPD basis set",
  "species": ["Mo", "C", "O", "C", "C", "C", "C", "C", "C", "N", "N", "C", "O", "C", "C", "C", "C", "C", "C", "C", "O", "H", "H", "H", "H", "H", "H", "H", "H", "H", "H", "H", "H", "C", "C", "N", "C", "C", "N", "C", "O", "O", "C", "O", "O", "H", "H", "H", "H", "H", "C", "N", "C", "C", "C", "O", "N", "C", "O", "H", "H", "H", "H", "H"],
  "coordinates": [[-0.02, -0.13, -0.44], [1.53, 1.26, -4.11], [1.98, 0.01, -4.62], [2.34, -0.99, -3.81], [3.11, -2.01, -4.38], [3.54, -3.12, -3.67], [3.23, -3.26, -2.33], [2.44, -2.28, -1.72], [2.16, -2.34, -0.35], [1.40, -1.49, 0.31], [1.47, -1.60, 1.67], [0.97, -0.53, 2.20], [0.44, 0.38, 1.34], [0.88, -0.23, 3.62], [1.46, -1.11, 4.53], [1.39, -0.83, 5.88], [0.75, 0.32, 6.32], [0.17, 1.20, 5.41], [0.23, 0.93, 4.06], [1.98, -1.17, -2.47], [1.18, -0.31, -1.82], [1.63, 1.96, -4.93], [2.15, 1.58, -3.27], [0.48, 1.19, -3.82], [3.37, -1.90, -5.43], [4.14, -3.87, -4.17], [3.57, -4.12, -1.76], [2.65, -3.08, 0.27], [1.96, -2.00, 4.18], [1.84, -1.51, 6.60], [0.70, 0.54, 7.38], [-0.33, 2.09, 5.76], [-0.23, 1.60, 3.35], [1.15, 3.39, 0.83], [0.14, 3.12, -0.23], [-0.24, 1.95, -0.76], [-1.16, 2.22, -1.75], [-1.34, 3.56, -1.84], [-0.52, 4.09, -0.88], [-2.16, 4.49, -2.68], [-2.93, 3.95, -3.60], [-2.09, 5.66, -2.44], [-1.77, 1.07, -2.45], [-2.55, 1.18, -3.36], [-1.33, -0.07, -1.95], [1.47, 2.47, 1.30], [0.72, 4.05, 1.58], [2.01, 3.88, 0.39], [-0.45, 5.09, -0.72], [-2.87, 2.97, -3.65], [-4.42, -0.77, 1.56], [-3.30, -1.58, 1.07], [-3.32, -2.97, 1.09], [-2.31, -3.73, 0.64], [-1.11, -3.13, 0.06], [-0.19, -3.69, -0.46], [-1.14, -1.70, 0.15], [-2.20, -0.99, 0.60], [-1.99, 0.25, 0.52], [-5.31, -1.39, 1.57], [-4.57, 0.07, 0.89], [-4.21, -0.41, 2.57], [-4.23, -3.40, 1.50], [-2.37, -4.80, 0.66]],
  "total_charge": 2,
  "multiplicity": 1,
  "de_lowest_ev": 0.284,
  "homo_ev": -14.3,
  "lumo_energy_ev": -9.19
}


Number 1: maximum force 4.87 eV Å⁻¹. Number 2: maximum force 0.51 eV Å⁻¹. Number 3: maximum force 2.07 eV Å⁻¹. Number 4: maximum force 1.91 eV Å⁻¹. Number 5: maximum force 0.14 eV Å⁻¹. Number 6: maximum force 5.91 eV Å⁻¹. Number 7: maximum force 1.61 eV Å⁻¹. Number 8: maximum force 3.55 eV Å⁻¹. Number 9: maximum force 2.97 eV Å⁻¹. Number 10: maximum force 3.31 eV Å⁻¹. Number 11: maximum force 6.56 eV Å⁻¹. Number 12: maximum force 0.72 eV Å⁻¹.